No. 1
14
Properties=species:S:1:pos:R:3 method="wB97M-V/def2-TZVPD" relative_energy_kcal_mol=56.3 orbital_gap_ha="0.2803 / 0.2802"
B -1.71 -1.18 -0.07
C 1.87 -0.06 -0.58
C 1.08 -1.25 0.02
N 1.00 1.06 -0.41
O -2.09 -1.84 1.04
O -2.23 -0.49 -1.02
F 3.16 0.07 0.05
F 1.32 -1.66 1.38
F 1.30 -2.38 -0.72
H 2.12 -0.23 -1.70
H 0.70 1.29 0.52
H 1.44 1.93 -0.86
H -1.29 -1.90 1.53
H -3.10 -0.31 -1.43

=====

No. 2
8
Properties=species:S:1:pos:R:3 method="wB97M-V/def2-TZVPD" relative_energy_kcal_mol=65.1 orbital_gap_ha=0.3418
C 0.75 0.48 0.15
C -0.93 -0.72 -0.71
Br -0.70 -0.91 -2.49
H 0.41 1.32 -0.31
H 0.36 0.40 1.12
H 1.51 -0.03 -0.44
H -1.64 -0.08 -0.40
H -0.85 -1.54 -0.10

=====

No. 3
8
Properties=species:S:1:pos:R:3 method="wB97M-V/def2-TZVPD" relative_energy_kcal_mol=23.6 orbital_gap_ha=0.3347
C 0.19 0.53 -0.03
C -0.63 -0.69 0.18
Br -2.91 0.05 -0.41
H 0.35 1.26 0.74
H 1.17 0.14 -0.14
H -0.15 1.15 -0.94
H -0.68 -0.85 1.20
H -0.65 -1.55 -0.58

=====

No. 4
8
Properties=species:S:1:pos:R:3 method="wB97M-V/def2-TZVPD" relative_energy_kcal_mol=61.3 orbital_gap_ha=0.3396
C -0.87 -0.72 0.05
C 0.69 0.80 -0.10
Br 2.28 -0.11 0.02
H -0.30 -1.22 0.85
H -1.48 0.13 0.28
H -0.95 -1.09 -0.93
H 0.26 1.02 0.89
H 0.37 1.18 -1.05

=====

no.,strongest force on any atom (eV/A)
1,3.567
2,5.279
3,3.537
4,5.249